{
  "formula": "C19H29BN2NiO3S",
  "method": "ωB97M-V/def2-TZVPD",
  "symbols": ["C", "C", "B", "O", "C", "C", "C", "C", "C", "C", "C", "C", "C", "C", "O", "C", "C", "C", "N", "S", "N", "C", "C", "C", "C", "O", "H", "H", "H", "H", "H", "H", "H", "H", "H", "H", "H", "H", "H", "H", "H", "H", "H", "H", "H", "H", "H", "H", "H", "H", "H", "H", "H", "H", "H", "Ni"],
  "xyz": [[-4.6657, -0.0718, 1.1650], [-4.0931, -1.1896, 0.1255], [-2.4941, -0.9795, 0.0868], [-1.8305, -0.8299, 1.3680], [-1.5667, -0.8764, -1.2444], [-0.5450, -1.9401, -1.6945], [-0.3162, -3.2907, -0.9102], [0.5122, -3.0755, 0.4274], [2.0906, -2.9058, 0.1171], [2.9103, -2.3157, 1.3397], [2.3210, -0.9443, 1.8984], [2.4602, 0.2930, 0.8760], [1.3591, 1.4311, 1.2389], [1.9778, 2.5449, 2.2347], [3.1118, 3.2186, 1.6565], [3.1478, 4.5588, 2.2506], [0.3212, -1.6711, -3.0012], [0.1865, -0.3937, -3.8714], [0.8689, 0.0261, -5.0528], [0.1720, 1.5510, -5.4152], [-0.9971, 1.8320, -4.2263], [-0.8765, 0.6491, -3.4208], [-1.7297, 0.4139, -2.1371], [-2.7896, 1.5642, -1.7899], [-2.2156, 2.6151, -0.7409], [-0.9854, 2.5898, -0.5224], [-4.1978, -0.2270, 2.2021], [-5.7877, -0.1386, 1.3054], [-4.3091, 0.9705, 0.8389], [-4.3223, -2.1957, 0.6355], [-4.6158, -1.0914, -0.8774], [-1.0943, -0.2067, 1.1720], [0.3214, -3.9632, -1.5898], [-1.3013, -3.8059, -0.6431], [0.4325, -4.0568, 1.0214], [0.1094, -2.2694, 1.1160], [2.2329, -2.3459, -0.8711], [2.4707, -3.9782, -0.0465], [3.9749, -2.1168, 0.9897], [2.8851, -3.0852, 2.1902], [1.2478, -0.9977, 2.2645], [2.9560, -0.6685, 2.8154], [3.4703, 0.7841, 1.1190], [2.4265, -0.0093, -0.2361], [0.4798, 0.9786, 1.8092], [0.9851, 1.9416, 0.2851], [1.1232, 3.2828, 2.4495], [2.2251, 2.0209, 3.2303], [3.2015, 4.4735, 3.3820], [2.1873, 5.1327, 2.0007], [4.0467, 5.0963, 1.8130], [1.1012, -2.4407, -3.3356], [-3.7738, 1.0901, -1.4402], [-3.0404, 2.0597, -2.7971], [-2.9291, 3.3258, -0.2014], [1.1602, -0.3637, -1.3589]],
  "atomic_forces_ev_per_a": [[0.83, -0.01, 0.47], [-0.13, 0.37, 0.89], [-0.11, -0.33, 2.27], [-0.56, 0.79, -3.26], [2.29, 1.24, -3.12], [-0.11, 2.08, -1.97], [0.45, 0.36, -0.13], [0.89, -0.87, 0.41], [-0.84, -0.92, 0.91], [-0.56, 0.46, -0.13], [0.73, 0.26, -0.10], [-0.58, 0.84, 2.82], [0.74, 0.36, -0.23], [-1.02, -0.75, -0.17], [-1.61, 0.31, 1.11], [0.05, 0.38, -0.06], [-0.37, 1.21, 1.52], [-1.46, 1.58, 0.25], [-3.07, 1.20, 3.12], [-0.53, -1.67, 1.72], [2.79, -4.55, 0.42], [-0.05, -0.35, 0.86], [0.86, -0.60, -0.53], [-0.12, -0.91, -0.70], [2.65, -0.96, -0.11], [-3.71, 0.28, -0.46], [-0.66, 0.10, -1.61], [1.38, 0.24, -0.52], [-0.93, -1.34, 0.44], [0.29, 1.24, -1.08], [0.61, -0.44, 1.22], [-0.18, -0.71, 0.67], [-1.21, 0.81, 0.96], [1.22, 0.87, -0.70], [-0.03, 1.48, -0.81], [0.33, -0.92, -1.15], [0.12, -0.35, 0.85], [-0.37, 1.71, -0.25], [-1.23, -0.48, 0.67], [0.24, 1.09, -1.32], [1.29, -0.23, -0.50], [-1.01, -0.31, -1.32], [-1.23, -0.81, -1.35], [0.87, 0.26, 0.81], [1.03, 0.49, -0.82], [0.49, -0.55, 1.45], [1.21, -0.97, -0.31], [-0.10, 0.80, -1.34], [0.19, 0.18, -1.33], [1.33, -0.78, 0.18], [-1.17, -0.75, 0.71], [-1.41, 1.04, 0.58], [1.44, 0.64, -0.25], [0.42, -0.38, 1.60], [0.80, -0.81, -0.79], [-1.17, -0.92, -0.47]],
  "lumo_energy_ev": [-9.0, -10.5],
  "charge": 2,
  "e_tot_ev": -81827.0782,
  "spin_multiplicity": 3,
  "max_force_ev_per_a": 5.354,
  "homo_energy_ev": [-14.669, -14.668],
  "mol_weight_g_mol": 435.024,
  "s_squared": 2.04
}